The following is a quantum chemistry calculation of one molecule with the formula C6H11NO at a distorted geometry, from OMol25.

Atoms and positions in Å:
C (-1.46692, -1.45749, 0.45579)
C (-0.82698, -0.58629, 1.67076)
C (0.23726, 0.33839, 1.00764)
C (1.51443, 1.14266, 0.39219)
N (1.16559, 1.11437, -1.01233)
C (0.53474, 0.08418, -1.89338)
C (-0.56612, -0.71806, -0.75953)
O (0.65992, -0.71010, 0.10072)
H (-1.14838, -2.53677, 0.52936)
H (-2.48353, -1.19316, 0.25403)
H (-0.49910, -1.50356, 2.27388)
H (-1.55055, 0.04084, 2.30903)
H (-0.45450, 1.10231, 0.57617)
H (2.44032, 0.57178, 0.57997)
H (1.48798, 2.27627, 0.59336)
H (0.88233, 2.01714, -1.35676)
H (0.00159, 0.46121, -2.77262)
H (1.33335, -0.65511, -2.19335)
H (-1.26142, 0.21139, -0.75495)

Cartesian forces, eV/Å:
C 2.22 0.53 -1.68
C -1.01 -1.42 2.95
C 0.31 -0.44 -1.39
C 0.10 1.25 1.03
N -1.09 0.88 -2.81
C 1.09 -2.45 0.94
C 0.75 1.35 0.59
O -2.80 -0.05 -0.48
H -0.94 1.26 0.10
H -0.75 -0.58 0.15
H 0.27 2.02 -0.12
H 0.67 -1.19 -1.13
H 0.12 -0.76 -0.06
H -0.30 0.76 0.21
H 0.69 -1.74 0.40
H -0.04 0.19 0.24
H 0.29 0.45 0.39
H -1.14 0.64 0.22
H 1.57 -0.71 0.47

Summary:
SMILES: C1C[C@H]2CNC[C@@H]1O2
calculated total energy: -364.8854 hartree
HOMO level: -8.2128 eV
frontier orbital gap: 9.14 eV
energy relative to the best compared isomer or geometry (same formula, charge and spin): 217.1 kcal per mole

Atom charges from the natural (NBO) analysis, given in e for atoms 1 to 5: number 1, C, carries -0.363; number 2, C, carries -0.410; number 3, C, carries 0.010; number 4, C, carries -0.153; number 5, N, carries -0.637

The following is a quantum chemistry calculation of a 2-piece molecular cluster, C4H16N4 overall at a distorted geometry, from OMol25.

Atoms and positions in Å:
C (1.45360, -0.82799, -0.36631)
C (0.00527, 0.51582, -2.02976)
C (-0.65020, -2.66323, -0.11975)
C (0.18655, -0.63137, -1.10568)
N (0.00681, 1.96071, 2.12744)
N (-0.76134, -1.51620, -0.99637)
N (0.78980, 3.08472, 2.56507)
N (-1.97181, -1.37621, -1.60561)
H (1.96920, -1.71880, -0.73466)
H (2.11998, 0.01749, -0.50583)
H (1.28477, -0.98309, 0.70018)
H (-0.86894, 1.10748, -1.75655)
H (-0.14846, 0.16813, -3.05515)
H (0.87909, 1.15826, -2.03383)
H (0.27029, -3.21164, -0.31886)
H (-0.65440, -2.35476, 0.92701)
H (-1.49206, -3.33574, -0.27292)
H (-0.04633, 1.26415, 2.86622)
H (0.41102, 3.61903, 3.37568)
H (1.73845, 2.75198, 2.81870)
H (0.89912, 3.74695, 1.77435)
H (-2.49645, -2.23473, -1.70322)
H (-0.93645, 2.25477, 1.88577)
H (-1.98751, -0.79573, -2.43592)

Cartesian forces, eV/Å:
C 0.26 -0.19 0.21
C -0.05 0.06 -0.09
C 0.07 -0.83 0.63
C -0.55 -0.45 -0.35
N 0.05 -0.22 -0.23
N 0.75 0.65 -0.25
N 0.07 0.40 0.27
N -0.80 0.48 -0.22
H 0.05 0.00 0.00
H -0.05 0.01 -0.01
H 0.01 0.01 0.02
H -0.12 0.05 0.03
H -0.01 -0.03 -0.05
H 0.02 -0.01 0.03
H -0.07 0.09 -0.07
H -0.02 0.07 -0.11
H 0.06 0.11 -0.06
H 0.08 0.24 0.14
H 0.13 -0.31 -0.37
H -0.44 0.18 -0.16
H -0.02 -0.35 0.38
H 0.26 -0.04 0.01
H 0.13 0.25 0.15
H 0.20 -0.17 0.11

Summary:
total charge: +2
calculated total energy: -380.3646 hartree
HOMO level: -16.6105 eV
frontier orbital gap: 9.89 eV
energy relative to the best compared isomer or geometry (same formula, charge and spin): 69.8 kcal per mole

Atom charges from the natural (NBO) analysis, given in e for atoms 1 to 5: number 1, C, carries -0.684; number 2, C, carries -0.698; number 3, C, carries -0.438; number 4, C, carries 0.387; number 5, N, carries -0.630

The following is a quantum chemistry calculation of one molecule with the formula C4H8N2O at a distorted geometry, from OMol25.

Atoms and positions in Å:
C (-1.89315, 1.01213, 0.32264)
N (-0.44230, 0.93538, 0.31265)
C (0.09780, -0.15474, -0.46111)
C (-0.21114, -1.51589, 0.07241)
N (-0.34070, -2.56804, 0.54006)
C (1.63230, -0.07004, -0.57324)
O (2.27779, -0.50569, 0.60084)
H (-2.24490, 1.27489, -0.68243)
H (-2.37679, 0.07248, 0.62767)
H (-2.21069, 1.80558, 1.00628)
H (-0.05991, 0.90961, 1.25090)
H (-0.34078, -0.08242, -1.46015)
H (1.90277, 0.97795, -0.71151)
H (1.96804, -0.61940, -1.46505)
H (2.24165, -1.47179, 0.62004)

Cartesian forces, eV/Å:
C -0.15 0.00 0.01
N 0.23 0.00 0.25
C 0.05 -0.01 -0.18
C -0.18 -0.93 0.45
N 0.06 1.10 -0.53
C 0.00 0.15 -0.29
O 0.07 -0.15 -0.06
H 0.02 -0.07 0.17
H -0.02 0.09 -0.01
H 0.08 -0.15 -0.13
H -0.05 0.01 -0.01
H 0.08 -0.09 -0.05
H -0.12 -0.05 0.03
H -0.06 -0.04 0.23
H -0.01 0.15 0.14

Summary:
SMILES: CN[C@H](C#N)CO
calculated total energy: -341.9375 hartree
HOMO level: -9.7098 eV
frontier orbital gap: 10.58 eV
energy relative to the best compared isomer or geometry (same formula, charge and spin): 41.5 kcal per mole

Atom charges from the natural (NBO) analysis, given in e for atoms 1 to 5: number 1, C, carries -0.417; number 2, N, carries -0.602; number 3, C, carries -0.173; number 4, C, carries 0.253; number 5, N, carries -0.334

The following is a quantum chemistry calculation of C20H42N2OPPb as an isolated structure at a distorted geometry, from OMol25.

Atoms and positions in Å:
C (-0.86425, -1.53477, 3.88103)
C (-1.04106, -2.90278, 3.12761)
C (-0.60758, -2.84399, 1.60424)
C (-1.78455, -3.18575, 0.63760)
C (-1.29888, -3.49943, -0.83238)
C (-0.71586, -2.16693, -1.48679)
C (-1.36929, -1.87572, -2.93759)
C (-1.02325, -0.43811, -3.47910)
C (-1.78862, 0.66937, -2.64117)
C (-0.91588, 1.97023, -2.67672)
C (-0.88959, 2.70854, -1.31633)
C (-0.40373, 1.78601, -0.14728)
P (-1.96921, 1.09828, 0.67426)
N (-1.86185, -0.47294, 0.96603)
C (0.59599, 0.66149, -0.55628)
C (2.09980, 1.07161, -0.65443)
C (2.90307, -0.28780, -0.80202)
C (2.45381, 1.87702, -1.96902)
N (2.64696, 1.78064, 0.52886)
O (3.58688, 1.12990, 1.13449)
C (1.62441, 2.12584, 1.54606)
C (1.38281, 0.96911, 2.60661)
C (2.24415, 3.31088, 2.39633)
C (0.29657, 2.69902, 0.94968)
H (-1.87551, -1.09912, 4.06665)
H (-0.31143, -0.77104, 3.28872)
H (-0.40187, -1.64376, 4.88186)
H (-2.10623, -3.20310, 3.23423)
H (-0.42356, -3.65016, 3.67039)
H (0.20271, -3.60825, 1.50065)
H (-0.17524, -1.83330, 1.44080)
H (-2.29716, -4.08016, 1.04168)
H (-2.47316, -2.31036, 0.56677)
H (-2.12781, -3.93444, -1.43486)
H (-0.47904, -4.28549, -0.80830)
H (0.44034, -2.28669, -1.55054)
H (-0.91384, -1.34576, -0.75818)
H (-2.45121, -2.10642, -2.91203)
H (-0.84405, -2.60716, -3.68483)
H (0.08374, -0.32734, -3.35410)
H (-1.32645, -0.32758, -4.53940)
H (-1.90896, 0.22544, -1.63032)
H (-2.78421, 0.79471, -3.10441)
H (0.11020, 1.80166, -3.07128)
H (-1.38222, 2.65645, -3.42368)
H (-1.91713, 3.07276, -1.07124)
H (-0.28467, 3.63685, -1.43206)
H (-3.03655, 1.37318, -0.23901)
H (-2.26202, 1.86339, 1.84917)
H (-2.00146, -0.60724, 1.96585)
H (0.53326, -0.11952, 0.24209)
H (0.34301, 0.13637, -1.50192)
H (2.45896, -0.77718, -1.72178)
H (3.97013, -0.13156, -1.02678)
H (2.70891, -0.98770, 0.03311)
H (3.55022, 1.81832, -2.12765)
H (2.00884, 1.27705, -2.80252)
H (2.06500, 2.91072, -1.95958)
H (0.41083, 1.09982, 3.11973)
H (1.47686, -0.04083, 2.15453)
H (2.21262, 1.05858, 3.33745)
H (3.16916, 2.97421, 2.90090)
H (2.38160, 4.21066, 1.76674)
H (1.49267, 3.56702, 3.17973)
H (-0.36469, 2.88107, 1.82774)
H (0.52729, 3.71541, 0.55358)
Pb (0.70126, -3.63922, -3.02159)

Cartesian forces, eV/Å:
C -0.75 0.25 -0.06
C 0.24 0.49 0.24
C 0.17 -0.67 0.69
C 0.73 -0.53 0.13
C 0.28 0.35 -0.30
C -1.68 -1.09 -0.82
C 1.30 1.10 1.17
C -0.56 -0.55 0.42
C 1.30 -1.03 -0.67
C -1.11 0.73 -0.32
C -0.08 -0.07 -0.38
C 0.06 1.29 0.26
P 0.29 -0.96 -0.02
N -0.27 2.03 -0.12
C 0.09 -0.01 0.96
C 1.27 -0.83 -1.88
C -1.13 0.01 -0.85
C -0.40 -1.14 0.38
N -1.31 -1.98 1.42
O 0.53 0.76 -0.72
C -0.48 1.94 1.89
C 0.80 0.28 -0.76
C -0.96 -0.37 -0.05
C 0.59 -0.16 0.18
H 0.66 -0.18 -0.02
H -0.20 -0.85 0.54
H -0.14 0.01 -0.68
H 0.71 -0.02 -0.19
H -0.49 0.30 -0.55
H -0.50 0.46 -0.21
H -0.28 -0.88 -0.26
H 0.16 0.41 -0.40
H 0.41 -0.95 0.02
H 0.46 0.39 0.29
H -0.47 0.13 0.30
H -0.58 1.33 0.82
H 0.44 -0.22 -0.29
H 0.65 -0.24 -0.20
H -1.62 0.56 -0.44
H -0.76 0.17 -0.40
H 0.48 -0.25 0.50
H -0.08 0.60 -0.59
H 0.44 0.09 0.44
H -0.78 -0.11 0.50
H 0.33 -0.42 0.50
H 0.64 -0.14 -0.27
H -0.20 -0.77 0.24
H 0.43 0.33 0.42
H 0.14 -0.03 -0.71
H 0.03 -0.36 -0.17
H 0.02 0.55 -0.54
H 0.17 0.76 0.67
H 0.32 0.28 0.45
H -0.51 -0.15 0.48
H 0.44 0.52 -0.22
H -0.65 0.51 0.24
H 0.29 0.75 0.40
H 0.32 -0.50 -0.11
H 0.57 -0.03 -0.33
H -0.29 0.54 0.28
H -0.69 -0.26 -0.29
H -0.42 0.35 -0.50
H 0.23 -0.50 0.35
H 0.59 -0.11 -0.41
H 0.46 -0.10 -0.62
H -0.25 -0.78 -0.04
Pb 0.60 -1.05 0.27

Summary:
total charge: +2
calculated total energy: -1505.3202 hartree
HOMO level (alpha / beta): -13.4210 / -14.1335 eV
frontier orbital gap (alpha / beta): 3.27 / 3.98 eV
multiplicity: 2

Atom charges from the natural (NBO) analysis, given in e for atoms 1 to 5: number 1, C, carries -0.636; number 2, C, carries -0.411; number 3, C, carries -0.427; number 4, C, carries -0.412; number 5, C, carries -0.445

The following is a quantum chemistry calculation of one molecule with the formula C10H12O2S4 at a distorted geometry, from OMol25.

Atoms and positions in Å:
C (1.12110, 2.94761, 1.86361)
S (-0.15537, 2.61454, 0.60684)
C (-0.38302, 0.86751, 0.46662)
C (-0.21121, 0.26239, -0.77237)
S (0.30156, 1.16113, -2.19062)
C (-1.21749, 1.12658, -3.18998)
C (-0.44946, -1.21002, -0.90505)
O (-0.33484, -1.74524, -1.97375)
C (-0.74603, -2.00437, 0.27423)
S (-0.91421, -3.77771, 0.06088)
C (-2.49040, -3.94754, -0.89649)
C (-0.89676, -1.38855, 1.53391)
S (-1.25107, -2.45015, 2.91461)
C (-0.04449, -1.88558, 4.15585)
C (-0.88812, 0.08550, 1.59773)
O (-1.35798, 0.62322, 2.61677)
H (2.04643, 2.32681, 1.67444)
H (0.83693, 2.71710, 2.89322)
H (1.39505, 4.00851, 1.81256)
H (-1.96683, 1.69991, -2.66927)
H (-1.54723, 0.08204, -3.29439)
H (-1.00150, 1.58381, -4.15953)
H (-2.61697, -4.95896, -1.34196)
H (-3.33845, -3.71446, -0.24097)
H (-2.51685, -3.26766, -1.76830)
H (0.91213, -1.69715, 3.66092)
H (0.08357, -2.65415, 4.92618)
H (-0.36216, -0.96025, 4.63707)

Cartesian forces, eV/Å:
C 1.14 -1.35 0.37
S -0.16 0.54 0.13
C 1.06 -0.13 -2.10
C -0.64 1.04 1.93
S 0.34 0.07 -0.33
C 0.08 -0.76 0.24
C 0.02 0.66 -0.33
O 0.05 -0.25 -1.02
C -1.19 0.17 3.14
S -0.28 -0.02 -0.35
C -0.15 0.53 -0.58
C 0.51 -2.56 -2.51
S 0.17 0.47 0.07
C 0.09 0.66 -0.03
C -0.89 0.69 3.04
O 1.01 -0.66 -1.93
H -0.93 0.77 -0.08
H -0.39 0.08 -0.20
H -0.27 -0.30 -0.28
H -0.34 0.23 0.02
H 0.11 0.45 -0.22
H 0.06 -0.18 0.22
H 0.48 0.49 0.75
H 0.23 -0.19 -0.17
H 0.23 -0.16 0.54
H -0.08 -0.20 0.13
H -0.16 0.00 -0.40
H -0.08 -0.08 -0.06

Summary:
SMILES: CSC1=C(SC)C(=O)C(SC)=C(SC)C1=O
calculated total energy: -2131.4100 hartree
HOMO level: -8.1816 eV
frontier orbital gap: 6.24 eV
energy relative to the best compared isomer or geometry (same formula, charge and spin): 0.0 kcal per mole

Atom charges from the natural (NBO) analysis, given in e for atoms 1 to 5: number 1, C, carries -0.744; number 2, S, carries 0.282; number 3, C, carries -0.266; number 4, C, carries -0.119; number 5, S, carries 0.264

The following is a quantum chemistry calculation of one molecule with the formula C3H8N2S at a distorted geometry, from OMol25.

Atoms and positions in Å:
H (-0.78764, 1.10374, -2.62504)
N (-0.68922, 0.28220, -2.07624)
C (-0.70951, 0.42948, -0.80225)
N (-0.95236, 1.60009, -0.18327)
C (-0.48223, -0.78016, 0.09304)
C (0.72898, -0.62274, 1.01442)
S (2.33605, -0.83022, 0.15982)
H (-0.77718, 1.73948, 0.79236)
H (-1.08617, 2.44311, -0.72583)
H (-1.35954, -0.83250, 0.83869)
H (-0.38690, -1.65849, -0.57394)
H (0.72455, -1.28872, 1.89844)
H (0.72900, 0.38212, 1.41463)
H (2.71215, -1.96739, 0.77518)

Cartesian forces, eV/Å:
H -0.27 1.09 -0.24
N 0.35 -1.68 1.02
C 0.25 -0.78 -1.46
N -0.30 1.40 0.62
C -0.97 0.02 0.94
C 0.45 -0.30 0.13
S 0.03 -0.14 0.14
H -0.02 -0.09 0.14
H 0.12 -0.33 0.09
H 0.87 -0.26 -1.41
H -0.30 0.42 0.62
H -0.20 0.19 -0.68
H 0.10 0.27 0.20
H -0.12 0.19 -0.11

Summary:
SMILES: [H]/N=C(\N)CCS
calculated total energy: -626.7940 hartree
HOMO level: -9.0877 eV
frontier orbital gap: 9.83 eV
energy relative to the best compared isomer or geometry (same formula, charge and spin): 18.4 kcal per mole

Atom charges from the natural (NBO) analysis, given in e for atoms 1 to 5: number 1, H, carries 0.328; number 2, N, carries -0.723; number 3, C, carries 0.442; number 4, N, carries -0.827; number 5, C, carries -0.472